1.
Molecular formula: C3H11NOS2
Method: DFT, the ωB97M-V functional and the def2-TZVPD basis

CARTESIAN COORDINATES (ANGSTROEM)
S -2.14186 3.97003 1.38412
S -1.33716 2.34409 2.35929
C -0.95775 1.00056 0.99978
C 0.07676 0.00609 1.08913
C 0.85035 -0.00899 -0.34359
N 1.51998 -1.34099 -0.62348
H -3.31002 3.82111 2.06727
H -1.98729 0.63033 0.54984
H -0.87619 1.87822 0.29725
H 0.89808 0.13801 1.81340
H -0.09212 -1.13197 1.27406
H 0.19205 0.26461 -1.17646
H 1.45701 0.90896 -0.38872
H 2.43580 -1.10453 -0.84913
H 1.49880 -1.86102 0.16943
H 0.39533 -3.90952 -3.04491
H 0.57573 -2.50399 -2.43261
O 0.80250 -3.10102 -3.14469

Output
* gap between HOMO and LUMO (alpha / beta): 2.68 / 7.03 eV
* highest occupied orbital energy (alpha / beta): 0.012 / -0.148 Eh
* E_tot: -28495.0399 eV
* <S²>: 0.753
* ΔE to the lowest compared entry with this formula, charge and spin: 254.6 kJ/mol
* net charge: -1
* spin multiplicity: 2

***

2.
Molecular formula: C10H17NO2S2
Method: DFT, the ωB97M-V functional and the def2-TZVPD basis

CARTESIAN COORDINATES (ANGSTROEM)
C 2.36135 -4.26616 -0.92258
C 1.08361 -3.65790 -0.34233
O 0.63395 -4.24735 0.59496
O 0.40172 -2.72015 -1.05751
C -0.91502 -2.48876 -0.60882
S -1.89588 -1.52430 -1.81418
C -2.41549 -0.40168 -0.52848
S -3.87632 -0.48556 -0.04354
N -1.56018 0.40383 0.19926
C -0.16637 0.72557 -0.28855
C -0.15911 2.09636 -0.97170
C -0.47152 3.44735 -0.26012
C 0.20147 3.42682 1.09340
C 0.31692 2.00120 1.75396
C 0.76135 0.86058 0.91363
H 2.04308 -4.76870 -1.80148
H 2.70435 -5.10346 -0.27720
H 3.14137 -3.58172 -1.21331
H -0.86550 -1.91368 0.39651
H -1.37989 -3.44481 -0.29433
H -2.00543 0.90629 0.98223
H 0.17016 -0.07847 -0.88544
H 0.84793 2.26900 -1.36862
H -0.82604 2.02263 -1.79154
H -1.48137 3.56616 -0.15642
H -0.18733 4.29684 -0.89362
H -0.39098 4.07171 1.66908
H 1.11534 3.93343 1.05450
H 1.03028 2.02592 2.51457
H -0.63011 1.81496 2.25495
H 0.62580 -0.06831 1.50420
H 1.78786 0.88238 0.58854

Output
* gap between HOMO and LUMO: 8.69 eV
* highest occupied orbital energy: -0.302 Eh
* E_tot: -37899.8149 eV
* ΔE to the lowest compared entry with this formula, charge and spin: 107.2 kJ/mol
* net charge: 0
* SMILES string: CC(=O)OCSC(=S)NC1CCCCC1

***

3.
Molecular formula: C2H5NO2
Method: DFT, the ωB97M-V functional and the def2-TZVPD basis

CARTESIAN COORDINATES (ANGSTROEM)
N 0.24274 -0.92563 -1.40661
C 0.93333 -0.26188 -0.44051
C -0.02935 0.32139 0.54774
O 0.22026 1.18867 1.30834
O -1.26253 -0.02469 0.35387
H -0.04864 -1.81771 -0.98196
H -0.42880 -0.44913 -2.06052
H 1.61655 -1.00562 0.02901
H 1.42836 0.74259 -0.75408
H -1.35233 -0.65970 -0.32716

Output
* gap between HOMO and LUMO: 9.88 eV
* highest occupied orbital energy: -0.346 Eh
* E_tot: -7739.3370 eV
* ΔE to the lowest compared entry with this formula, charge and spin: 136.5 kJ/mol
* net charge: 0
* SMILES string: NCC(=O)O

***

4.
Molecular formula: C3H13O3S
Method: DFT, the ωB97M-V functional and the def2-TZVPD basis

CARTESIAN COORDINATES (ANGSTROEM)
C -1.23218 1.43488 -0.59950
C 0.25547 1.08435 -0.56300
C 0.71237 1.35681 0.88640
S 0.17642 -0.02168 2.07893
H -1.75909 0.96821 0.27450
H -1.31996 2.55423 -0.51929
H -1.74382 1.16174 -1.51428
H 0.78745 1.70317 -1.31904
H 0.46060 0.04829 -0.83384
H 1.81189 1.28684 0.94548
H 0.33792 2.32395 1.21849
H -1.32712 -1.57097 -1.76613
H -1.24643 -2.19891 -3.08873
O -1.58957 -1.38783 -2.69385
H 2.79513 -1.60981 1.78216
H 2.28302 -0.36151 2.36397
O 3.02939 -1.01204 2.49958
H -0.35419 -2.49887 -0.03783
H -0.91645 -1.24709 0.74704
O -1.16084 -2.01375 0.13894

Output
* gap between HOMO and LUMO: 6.96 eV
* highest occupied orbital energy: -0.128 Eh
* E_tot: -20301.2577 eV
* ΔE to the lowest compared entry with this formula, charge and spin: 43.9 kJ/mol
* net charge: -1

***

5.
Molecular formula: C5H13NP
Method: DFT, the ωB97M-V functional and the def2-TZVPD basis

CARTESIAN COORDINATES (ANGSTROEM)
C 0.24657 -1.39370 0.59906
C 1.35160 -0.48659 1.28164
C -1.10802 -0.65009 0.47753
C 1.61800 0.58931 0.33137
C -2.35495 1.15911 -0.68925
N -1.09923 0.41250 -0.43827
P 2.19148 0.48117 -1.31495
H 0.50607 -1.52502 -0.47438
H 0.07027 -2.13977 1.20715
H 0.98304 -0.07773 2.17783
H 2.12864 -1.28161 1.44567
H -1.77399 -1.41405 -0.01651
H -1.37707 -0.41885 1.46807
H 1.00380 1.45244 0.64772
H -3.18984 0.39267 -0.95308
H -2.49252 1.84199 0.05480
H -2.21544 1.81639 -1.70811
H -0.57710 0.24571 -1.40098
H 3.06956 -0.56828 -1.29563
H 3.01915 1.56439 -1.39969

Output
* gap between HOMO and LUMO (alpha / beta): 6.66 / 6.66 eV
* highest occupied orbital energy (alpha / beta): -0.469 / -0.469 Eh
* E_tot: -16163.9177 eV
* ΔE to the lowest compared entry with this formula, charge and spin: 357.5 kJ/mol
* net charge: +1

***

6.
Molecular formula: C8H26N2O4PS
Method: DFT, the ωB97M-V functional and the def2-TZVPD basis

CARTESIAN COORDINATES (ANGSTROEM)
C -1.67514 1.93946 -1.20691
C -0.25406 1.21623 -1.71162
O -0.43039 -0.22480 -1.94834
C 0.78667 -0.99651 -1.65169
C 0.54831 -2.30616 -0.68991
N 0.37353 -1.99710 0.78031
S -1.14917 -1.16415 1.15431
P 1.75297 -1.16338 1.54672
N 1.73905 0.59827 1.27287
O 1.43298 -1.32512 3.28682
H -1.49409 2.41933 -0.13647
H -1.92972 2.83251 -1.95383
H -2.57166 1.17059 -1.17036
H 0.06419 1.72701 -2.73110
H 0.54462 1.49500 -0.90319
H 1.68926 -0.32571 -1.25835
H 1.16974 -1.42447 -2.69818
H -0.37736 -2.94147 -1.09345
H 1.48221 -3.04160 -0.79398
H 0.28694 -2.93726 1.27251
H -2.17879 -2.08986 0.91074
H 2.26631 1.01677 2.09249
H 0.75941 1.00131 1.37783
H 0.68917 -0.63895 3.42314
C 3.46680 -4.97462 3.50058
C 2.53434 -5.64805 2.51509
O 1.94690 -4.67693 1.66175
H 2.92385 -4.23865 4.10265
H 3.92453 -5.70937 4.16890
H 4.26025 -4.43314 2.97520
H 1.73061 -6.16946 3.04325
H 3.07245 -6.37609 1.90034
H 2.66842 -4.22537 1.19109
C -3.56848 6.77467 -2.77994
C -2.82224 5.49553 -2.46194
O -3.40666 4.86052 -1.33430
H -3.54592 7.45632 -1.92333
H -3.12740 7.27882 -3.64441
H -4.62195 6.56583 -2.99298
H -1.77544 5.71085 -2.22818
H -2.85139 4.80329 -3.30897
H -4.33367 4.66589 -1.55517

Output
* gap between HOMO and LUMO: 8.67 eV
* highest occupied orbital energy: -0.448 Eh
* E_tot: -40001.7473 eV
* net charge: +1